A structure of composition C36H38ClN2OReSb2 at a distorted geometry. Source: the OMol25 dataset; level of theory: wB97M-V/def2-TZVPD.

```
! wB97M-V def2-TZVPD RIJCOSX def2/J DEFGRID3
* xyz 3 2
Re 2.43139 1.83066 -0.15091
Sb 0.32880 -1.89580 0.80404
Sb -1.72316 -1.13894 -0.92203
Cl 3.49761 -0.47722 1.61200
O 0.86823 1.82531 -1.87750
N 1.02682 3.90646 -2.75332
N 3.72270 2.98175 -1.29498
C 0.23890 -0.71621 3.56567
C 1.24661 -4.26958 2.50377
C -0.13197 2.21558 -4.01823
C 0.57288 1.97566 2.93795
C -2.94366 2.84332 1.66633
C 3.27807 4.13412 -1.83579
C 0.15379 -3.77362 1.80480
C -2.22642 0.70833 0.06576
C 1.11810 -5.48600 3.15741
C -3.60261 -2.14818 -0.96313
C -4.71313 -1.42866 -0.54333
C 5.42593 4.62213 -2.77561
C -1.05648 -4.45365 1.74840
C 0.43811 -0.32223 2.25169
C 1.81312 4.46950 -1.66412
C 0.60814 1.02712 1.92817
C -0.07970 -6.18629 3.09994
C -3.69320 -3.47519 -1.36302
C -0.39915 -1.62758 -2.60599
C 5.88571 3.43880 -2.21965
C 3.75105 1.30374 1.40131
C -6.05230 -3.39495 -0.89115
C -2.93301 1.56018 2.19591
C 0.70406 -2.54755 -2.09628
C -2.57110 0.48862 1.39672
C -1.16374 -5.67245 2.40124
C 4.09650 4.96625 -2.57607
C -2.25937 1.98098 -0.47701
C 1.55504 -1.94627 -0.98680
C -2.61296 3.05096 0.33585
C -5.94444 -2.06434 -0.51000
C 0.63706 2.63894 -2.80344
C -4.93352 -4.09404 -1.32593
C 0.35249 1.58176 4.25117
C 0.19171 0.24461 4.56667
C 5.01300 2.64950 -1.49776
H -3.23198 3.67940 2.28721
H -3.21205 1.38547 3.22525
H -2.64823 4.04769 -0.08210
H -0.65066 3.04633 -4.49162
H -1.90857 -4.04687 1.21380
H 0.66793 1.38438 0.87892
H 0.56522 1.79796 -4.74819
H 1.85501 -0.91704 -1.20995
H -6.81898 -1.52018 -0.18331
H -2.04162 2.15093 -1.51921
H 3.48672 1.74955 2.36446
H 1.96059 -5.88655 3.70358
H 0.31558 2.32532 5.03409
H 2.18110 -3.72364 2.54599
H -7.01258 -3.88920 -0.85008
H 1.67451 5.54830 -1.66451
H 3.69563 5.87946 -2.99364
H -1.02741 -2.12523 -3.34400
H -5.02332 -5.12678 -1.63311
H 6.07980 5.25800 -3.35400
H 0.03058 -0.06332 5.58991
H 0.09999 -1.76391 3.80617
H -0.16431 -7.13970 3.60144
H 1.43206 4.07178 -0.70432
H -2.09170 -6.22495 2.35950
H 0.72866 3.02175 2.70925
H -0.85406 1.44114 -3.76487
H 0.29020 -3.50884 -1.76911
H -2.82069 -4.02255 -1.70185
H 1.36083 -2.78363 -2.93967
H -2.58485 -0.51629 1.81011
H 0.84280 4.50083 -3.54886
H -4.62828 -0.38838 -0.25684
H 2.44359 -2.53971 -0.78193
H 5.35072 1.72136 -1.05774
H 6.91048 3.12422 -2.34696
H 4.82756 1.43106 1.28228
H 0.00384 -0.70371 -3.00886
*
```

Computed properties:
Lowest unoccupied orbital energy (spin up / spin down): -8.64 / -8.38 eV
Energy relative to the best compared isomer or geometry (same formula, charge and spin): 25.1 kJ/mol
HOMO (spin up / spin down): -0.581 / -0.567 Ha

Listed below, in e, are the Mulliken charges computed for each atom: atom 1 (Re): 0.662, atom 2 (Sb): 1.562, atom 3 (Sb): 0.834, atom 4 (Cl): -0.028, atom 5 (O): -0.462, atom 6 (N): 0.075, atom 7 (N): 0.027, atom 8 (C): -0.762, atom 9 (C): -0.501, atom 10 (C): -1.310, atom 11 (C): -0.936, atom 12 (C): -0.684, atom 13 (C): 1.434, atom 14 (C): 0.558, atom 15 (C): 0.418, atom 16 (C): -0.652, atom 17 (C): 0.744, atom 18 (C): -0.453, atom 19 (C): -0.351, atom 20 (C): -0.308, atom 21 (C): 1.367, atom 22 (C): -1.781, atom 23 (C): -0.692, atom 24 (C): -0.587, atom 25 (C): -0.522, atom 26 (C): -0.453, atom 27 (C): -0.819, atom 28 (C): -0.981, atom 29 (C): -0.555, atom 30 (C): -0.829, atom 31 (C): -0.961, atom 32 (C): -0.409, atom 33 (C): -0.724, atom 34 (C): -0.961, atom 35 (C): -0.634, atom 36 (C): -0.195, atom 37 (C): -0.632, atom 38 (C): -0.620, atom 39 (C): 0.710, atom 40 (C): -0.700, atom 41 (C): -0.826, atom 42 (C): -0.821, atom 43 (C): -0.015, atom 44 (H): 0.467, atom 45 (H): 0.512, atom 46 (H): 0.487, atom 47 (H): 0.468, atom 48 (H): 0.311, atom 49 (H): 0.063, atom 50 (H): 0.379, atom 51 (H): -0.135, atom 52 (H): 0.437, atom 53 (H): 0.499, atom 54 (H): 0.436, atom 55 (H): 0.430, atom 56 (H): 0.507, atom 57 (H): 0.461, atom 58 (H): 0.421, atom 59 (H): 0.652, atom 60 (H): 0.480, atom 61 (H): 0.631, atom 62 (H): 0.441, atom 63 (H): 0.460, atom 64 (H): 0.483, atom 65 (H): 0.485, atom 66 (H): 0.427, atom 67 (H): 0.185, atom 68 (H): 0.453, atom 69 (H): 0.488, atom 70 (H): 0.192, atom 71 (H): 0.223, atom 72 (H): 0.436, atom 73 (H): 0.579, atom 74 (H): 0.530, atom 75 (H): 0.300, atom 76 (H): 0.392, atom 77 (H): 0.656, atom 78 (H): 0.534, atom 79 (H): 0.430, atom 80 (H): 0.497, atom 81 (H): 0.073

***

A structure of composition H22NeO11. Source: the OMol25 dataset; level of theory: wB97M-V/def2-TZVPD.

```
! wB97M-V def2-TZVPD RIJCOSX def2/J DEFGRID3
* xyz 0 1
Ne -0.23700 0.40071 -0.23334
O -0.53212 -0.07872 3.61376
O -0.12936 2.57367 3.09743
O -0.27367 3.57332 -0.37307
O 2.56182 -3.23419 0.94878
O 0.69445 -2.59594 -2.18099
O -1.31472 -0.34437 -2.79100
O 3.33106 0.67554 1.44255
O -3.32422 1.44192 -3.36354
O -4.05788 1.31965 1.56559
O 3.03572 0.14172 -1.65688
O 0.08857 -2.23923 0.72874
H -2.57545 0.94208 -3.03838
H -0.31541 0.82974 3.40406
H 3.03879 1.10022 2.24907
H 3.57234 -0.62200 -1.44472
H -0.02305 2.65203 -0.44119
H 1.63280 -2.50320 -2.34567
H 0.46086 -3.43063 -2.58716
H -3.76382 0.84747 -3.97150
H -3.59731 1.02527 0.77981
H -0.69087 -1.00340 -2.48645
H 3.05181 0.18823 -2.61282
H 0.57725 2.80874 3.69882
H 2.25460 -4.13402 0.83853
H -0.82176 -2.51485 0.83621
H 0.20738 -2.16745 -0.21833
H 0.21966 3.90127 0.37880
H -4.83772 0.76624 1.60817
H -0.15304 -0.58745 2.89703
H -0.92963 2.83144 3.55498
H -1.48775 -0.58071 -3.70228
H 2.57419 0.72296 0.85848
H 1.76350 -2.70606 0.94650
*
```

Computed properties:
Lowest unoccupied orbital energy: -0.37 eV
Energy relative to the best compared isomer or geometry (same formula, charge and spin): 166.5 kJ/mol
HOMO: -0.392 Ha

Listed below, in e, are the Mulliken charges computed for each atom: atom 1 (Ne): 0.018, atom 2 (O): -0.646, atom 3 (O): -0.697, atom 4 (O): -0.615, atom 5 (O): -0.656, atom 6 (O): -0.586, atom 7 (O): -0.673, atom 8 (O): -0.581, atom 9 (O): -0.644, atom 10 (O): -0.611, atom 11 (O): -0.574, atom 12 (O): -0.623, atom 13 (H): 0.477, atom 14 (H): 0.381, atom 15 (H): 0.288, atom 16 (H): 0.313, atom 17 (H): 0.299, atom 18 (H): 0.273, atom 19 (H): 0.291, atom 20 (H): 0.268, atom 21 (H): 0.305, atom 22 (H): 0.295, atom 23 (H): 0.270, atom 24 (H): 0.326, atom 25 (H): 0.286, atom 26 (H): 0.293, atom 27 (H): 0.331, atom 28 (H): 0.299, atom 29 (H): 0.306, atom 30 (H): 0.314, atom 31 (H): 0.315, atom 32 (H): 0.288, atom 33 (H): 0.274, atom 34 (H): 0.395